Entry from the OMol25 dataset: a cluster of 2 separate species, C33H32NO3P in total at a distorted geometry (ωB97M-V/def2-TZVPD).

Geometry (Å):
C  3.511  2.681  0.419
C  2.301  2.181  1.081
N  1.610  2.923  1.980
C  1.957  4.280  2.369
C  0.542  2.188  2.496
C  0.576  0.901  1.909
C  -0.380  -0.041  2.279
C  -1.347  0.329  3.224
C  -1.380  1.623  3.773
C  -0.413  2.577  3.420
C  1.706  0.892  0.992
C  2.132  -0.185  0.201
C  2.463  -1.463  0.742
C  2.460  -1.725  2.141
C  2.614  -3.023  2.608
C  2.865  -4.073  1.713
C  2.933  -3.818  0.337
C  2.785  -2.528  -0.142
H  4.000  1.825  -0.056
H  3.271  3.420  -0.359
H  4.224  3.128  1.126
H  1.267  4.600  3.153
H  2.981  4.319  2.765
H  1.888  4.966  1.513
H  -0.359  -1.042  1.845
H  -2.088  -0.407  3.541
H  -2.166  1.884  4.480
H  -0.402  3.592  3.813
H  2.312  0.000  -0.859
H  2.318  -0.897  2.835
H  2.545  -3.208  3.681
H  3.006  -5.086  2.093
H  3.122  -4.631  -0.366
H  2.891  -2.304  -1.204
C  0.445  -5.769  -1.362
C  0.365  -4.606  -2.314
O  0.275  -3.405  -1.525
C  0.128  -2.282  -2.304
C  -0.233  -1.156  -1.499
P  -0.801  0.307  -2.232
C  -1.781  -0.167  -3.689
C  -2.537  -1.344  -3.695
C  -3.386  -1.637  -4.769
C  -3.458  -0.761  -5.859
C  -2.671  0.398  -5.874
C  -1.822  0.689  -4.798
C  -2.064  0.946  -1.063
C  -3.304  0.313  -0.934
C  -4.314  0.890  -0.159
C  -4.070  2.078  0.531
C  -2.801  2.662  0.483
C  -1.804  2.106  -0.317
O  0.219  1.366  -2.533
O  0.301  -2.337  -3.527
H  0.570  -6.681  -1.946
H  1.293  -5.683  -0.674
H  -0.478  -5.861  -0.778
H  1.254  -4.569  -2.960
H  -0.536  -4.697  -2.946
H  -0.104  -1.220  -0.431
H  -2.482  -2.041  -2.856
H  -3.983  -2.552  -4.740
H  -4.122  -0.987  -6.694
H  -2.714  1.084  -6.723
H  -1.189  1.579  -4.808
H  -3.491  -0.623  -1.460
H  -5.290  0.408  -0.113
H  -4.868  2.552  1.103
H  -2.587  3.560  1.063
H  -0.820  2.574  -0.380

## Properties
* HOMO-LUMO gap: 4.6 eV
* energy above the lowest of the compared OMol25 structures with the same formula, charge and spin: 1.335 eV
* HOMO energy: -0.2484 Eh
* calculated total energy: -1898.49672 Ha
* LUMO energy: -2.14 eV

Atomic partial charges in e from the natural (NBO) method, atoms 1 to 5:
1 C -0.67
2 C 0.32
3 N -0.32
4 C -0.41
5 C 0.12